Entry from the Open Molecules 2025 dataset: an isolated ion of composition C7H11BrFN2 and charge +1 at a distorted geometry (the ωB97M-V functional and the def2-TZVPD basis).

The calculation puts the HOMO-LUMO gap at 10.013 eV. As for the structure (SMILES): Cn1c(C(C)(C)F)c[nH+]c1Br. The charge is +1. As for the spin multiplicity: 1. As for the calculated total energy: -3056.455753 Ha.

Atoms and positions in Å:
C  1.50724  1.96409  0.15750
N  1.29399  0.53056  0.12009
C  0.18658  -0.22909  0.07931
C  -1.26019  0.16351  0.27082
C  -1.90845  0.16190  -1.19784
C  -2.00837  -0.78941  1.05032
F  -1.24692  1.43734  0.83678
C  0.55654  -1.54352  -0.18504
N  1.93645  -1.52104  -0.22620
C  2.36846  -0.28490  -0.10394
Br  4.19051  0.23561  0.04254
H  1.66359  2.10329  1.24769
H  2.42104  2.26053  -0.36023
H  0.69113  2.42377  -0.37623
H  -2.73730  -0.55772  -1.22135
H  -1.18595  -0.01865  -1.97019
H  -2.27356  1.23749  -1.25873
H  -3.08430  -0.49585  1.05828
H  -1.71234  -0.75587  2.07212
H  -1.96255  -1.75107  0.71195
H  -0.04213  -2.35382  -0.20591
H  2.60654  -2.21716  -0.54171

---

Entry from the Open Molecules 2025 dataset: C7H11CdO5 as an isolated structure at a distorted geometry (the ωB97M-V functional and the def2-TZVPD basis).

The calculation puts the HOMO-LUMO gap at 8.895 eV. The charge is +1. As for the spin multiplicity: 1. As for the calculated total energy: -816.906074 Ha.

Atoms and positions in Å:
O  1.80425  -1.53422  -1.07224
C  2.06331  -1.49137  0.11333
C  0.95775  -1.81605  1.11842
O  -0.08737  -2.41883  0.49495
C  0.27617  1.55191  0.27042
C  -0.00075  1.45461  -1.21821
O  -1.20872  0.70936  -1.42516
C  -1.76921  0.88939  -2.72513
H  2.97930  -0.99654  0.49720
H  1.33610  1.76432  0.46271
H  -0.39099  2.28225  0.74261
H  -0.11492  2.46401  -1.63470
H  0.81518  0.94502  -1.74913
H  -2.83792  0.66318  -2.66192
H  -1.65430  1.93403  -3.04074
H  -1.26689  0.22716  -3.44390
O  -0.07234  0.29847  0.81380
C  0.49729  -0.48299  1.83060
C  -0.67608  -0.85430  2.71029
O  -1.78408  -0.96025  2.21816
Cd  -1.14294  -1.03643  -0.33740
H  1.30463  0.02099  2.38079
H  -0.45634  -1.17631  3.74491
H  1.42887  -2.43740  1.91033

---

Entry from the Open Molecules 2025 dataset: a 2-piece molecular cluster, C7H11Cl3NO2 overall at a distorted geometry (the ωB97M-V functional and the def2-TZVPD basis).

Its expectation value of S² is 2.02. The calculation puts the HOMO-LUMO gap (spin up / spin down) at 7.288 / 7.995 eV. The charge is +1. As for the spin multiplicity: 3. As for the calculated total energy: -1858.625151 Ha.

Atoms and positions in Å:
C  0.60640  1.18006  0.54390
C  1.17377  0.03358  0.92216
C  4.01422  -0.26784  1.23358
C  -0.56784  1.14518  -1.79613
C  -0.71574  1.41178  -0.22181
C  1.64600  -2.25609  0.74212
C  4.53930  0.34422  0.03205
N  0.56286  -1.24450  0.95430
O  4.11533  -1.02835  2.11764
O  2.20260  -2.08556  -0.50881
Cl  4.99104  1.93187  0.80879
Cl  6.06630  -0.54369  -0.43088
Cl  3.47754  0.46059  -1.34854
H  1.24245  2.07513  0.70175
H  0.08609  1.82556  -2.36121
H  -0.45280  0.12286  -2.12751
H  -1.57362  1.37614  -2.14736
H  -1.58456  0.81731  0.09106
H  -1.04440  2.45910  -0.14882
H  2.31721  -2.01294  1.46779
H  1.27609  -3.29452  0.94874
H  0.00568  -1.32449  1.72030
H  -0.14588  -1.46986  0.19640
H  1.56274  -2.22425  -1.20856

---

Entry from the Open Molecules 2025 dataset: one molecule with the formula C7H11ClN2O at a distorted geometry (the ωB97M-V functional and the def2-TZVPD basis).

The calculation puts the HOMO-LUMO gap at 8.103 eV. The charge is 0. As for the spin multiplicity: 1. As for the calculated total energy: -918.016679 Ha.

Atoms and positions in Å:
C  -0.36029  0.44129  0.50819
C  0.35804  -1.29240  -1.05938
C  0.68678  0.21406  1.37050
C  -1.86657  1.19688  -1.24778
C  -1.46225  2.56152  0.93703
C  2.05455  -2.89296  -0.25598
C  -0.82385  1.62635  -0.28047
N  1.40432  -1.01069  1.02375
N  1.22737  -1.70405  -0.22512
O  0.93682  0.72905  2.44990
Cl  -0.09657  -2.22985  -2.34964
H  -2.63934  0.70073  -0.51368
H  -1.53369  0.25003  -1.84622
H  -2.29356  1.85533  -2.01748
H  -2.22423  1.92182  1.46365
H  -1.91847  3.49587  0.53592
H  -0.56285  2.81645  1.48299
H  1.48804  -3.84439  -0.02320
H  2.40892  -2.90799  -1.35169
H  3.06995  -2.69535  0.41831
H  0.03990  2.25444  -0.73653
H  2.10700  -1.48615  1.71694

---

Entry from the Open Molecules 2025 dataset: C7H11ClN2OS as an isolated structure at a distorted geometry (the ωB97M-V functional and the def2-TZVPD basis).

The calculation puts the HOMO-LUMO gap at 8.904 eV. The charge is 0. As for the spin multiplicity: 1. As for the calculated total energy: -1316.345673 Ha.

Atoms and positions in Å:
C  2.57687  -0.98753  2.56756
C  1.49954  -1.86532  2.00632
C  -0.59612  -0.19137  -1.68106
C  -1.00359  1.14592  -0.96009
C  0.51934  -0.71380  -0.76921
C  -0.29296  1.16415  0.42453
C  0.32425  -1.01518  1.94235
N  2.03617  -0.24579  3.54827
N  0.67255  0.08956  0.36970
O  3.78686  -1.12639  2.41593
S  0.37667  0.11611  3.30420
Cl  -1.24846  -1.73304  1.85642
H  1.92767  -2.39146  1.13617
H  1.41656  -2.66742  2.85232
H  -1.56514  -0.74533  -1.69170
H  -0.15378  0.08845  -2.63298
H  -0.46302  1.95704  -1.31492
H  -2.14286  1.25356  -0.82026
H  0.28341  -1.77614  -0.61176
H  1.47014  -0.81621  -1.21395
H  0.22471  2.14149  0.59852
H  -1.05751  0.86169  1.15098
H  2.49818  0.52340  3.82125

---

Entry from the Open Molecules 2025 dataset: an isolated ion of composition C7H11ClN3O2S and charge +1 at a distorted geometry (the ωB97M-V functional and the def2-TZVPD basis).

The calculation puts the HOMO-LUMO gap (spin up / spin down) at 7.335 / 5.116 eV. The charge is +1. As for the spin multiplicity: 1. As for the calculated total energy: -1446.060971 Ha.

Atoms and positions in Å:
C  -2.16562  -1.28045  -0.22647
C  -0.67654  0.17872  1.18996
C  1.11923  1.84073  0.72995
C  -3.52784  -0.99305  -0.16346
C  -0.40974  1.67421  0.62953
C  -1.73643  -2.44511  -0.92160
C  2.99862  1.57332  -0.79486
N  -1.26436  -0.74192  0.64645
N  -0.84636  1.81107  -0.67580
N  -0.00005  -0.04647  2.37901
O  1.76180  2.10878  1.68771
O  1.56000  1.80335  -0.53029
S  -2.26015  2.31257  -1.05715
Cl  -3.85850  0.61110  0.49967
H  -4.33450  -1.48868  -0.76428
H  -0.97830  2.28548  1.38556
H  -2.26903  -3.36386  -0.72787
H  -0.64392  -2.59440  -0.75716
H  -1.97186  -2.36083  -1.99190
H  3.58700  2.34845  -0.35950
H  3.12842  1.45552  -1.85646
H  3.25474  0.65785  -0.24403
H  0.60409  0.58942  2.82006
H  0.28442  -0.98191  2.52311
H  -2.03196  2.11070  -2.35598

---

Entry from the Open Molecules 2025 dataset: a 2-piece molecular cluster, C7H11ClSSi overall at a distorted geometry (the ωB97M-V functional and the def2-TZVPD basis).

The calculation puts the HOMO-LUMO gap (spin up / spin down) at 5.996 / 7.537 eV. The charge is 0. As for the spin multiplicity: 1. As for the calculated total energy: -1421.069188 Ha.

Atoms and positions in Å:
C  3.01748  1.77669  1.71777
C  3.91849  1.39961  0.80890
C  1.74289  1.20866  1.49265
C  1.66455  0.35694  0.42219
C  0.56920  1.34660  2.42056
C  -2.10636  -2.52372  -1.06145
C  1.10797  -2.79461  -1.25847
Si  -0.40358  -2.35855  -0.20214
S  3.14088  0.45433  -0.48446
Cl  -0.53742  -2.96693  1.72208
H  3.16473  2.32036  2.64546
H  4.86884  1.75388  0.60820
H  0.22023  0.44573  2.69801
H  0.95778  1.93879  3.30265
H  -0.30346  1.98585  2.17954
H  -1.93739  -2.87715  -2.03094
H  -2.97066  -3.09698  -0.58947
H  -2.32707  -1.36235  -1.19978
H  0.79927  -3.15514  -2.19909
H  1.67779  -1.93766  -1.42402
H  1.74461  -3.46529  -0.84570

---

Entry from the Open Molecules 2025 dataset: one molecule with the formula C7H11N at a distorted geometry (the ωB97M-V functional and the def2-TZVPD basis).

The calculation puts the HOMO-LUMO gap at 9.690 eV. As for the structure (SMILES): C1[C@@H]2NCC3(CC3)[C@H]12. The charge is 0. As for the spin multiplicity: 1. As for the calculated total energy: -327.828904 Ha.

Atoms and positions in Å:
C  0.22744  1.89001  -0.44611
C  -0.80333  1.57346  0.35171
N  -0.30461  0.96001  1.59079
C  -0.43792  -0.56872  1.12227
C  0.10607  -0.72373  -0.21385
C  1.36858  -1.24316  -0.60899
C  0.07327  -2.21712  -0.96169
C  -0.42012  0.53804  -0.84710
H  1.25997  1.42386  0.07560
H  0.14398  2.87086  -1.02374
H  -1.73755  2.19398  0.37630
H  0.75959  1.16622  1.49495
H  0.29618  -1.23407  1.58198
H  -1.67897  -0.71243  1.22967
H  2.03627  -1.73785  0.15222
H  1.82108  -0.81197  -1.47521
H  0.11601  -3.22701  -0.23281
H  -0.57882  -2.67039  -1.87693
H  -0.98938  0.52601  -1.81497

---

Entry from the Open Molecules 2025 dataset: one molecule with the formula C7H11N at a distorted geometry (the ωB97M-V functional and the def2-TZVPD basis).

The calculation puts the HOMO-LUMO gap at 9.344 eV. As for the structure (SMILES): C=C=C(C)/C(C)=N/C. The charge is 0. As for the spin multiplicity: 1. As for the calculated total energy: -327.985405 Ha.

Atoms and positions in Å:
C  -2.03592  -1.05091  1.93165
C  -0.99547  -0.92055  1.16591
C  -0.05854  -1.00855  0.22482
C  0.64403  -2.27970  -0.15777
C  0.32849  0.30336  -0.25115
C  1.12276  0.48177  -1.51296
N  -0.16545  1.25010  0.47557
C  -0.08684  2.62189  0.04289
H  -2.97728  -1.42587  1.55368
H  -2.00784  -0.76807  2.97426
H  1.72181  -2.12772  -0.21517
H  0.44092  -3.05205  0.58265
H  0.30322  -2.63802  -1.13136
H  0.58394  1.13871  -2.19832
H  2.07795  0.95912  -1.28646
H  1.30704  -0.46251  -2.01727
H  0.95058  2.93978  -0.11059
H  -0.52218  3.24608  0.82287
H  -0.63122  2.79313  -0.89325

---

Entry from the Open Molecules 2025 dataset: C7H11N as an isolated structure at a distorted geometry (the ωB97M-V functional and the def2-TZVPD basis).

The calculation puts the HOMO-LUMO gap at 8.735 eV. The charge is 0. As for the spin multiplicity: 1. As for the calculated total energy: -327.881129 Ha.

Atoms and positions in Å:
C  -1.44720  0.29979  -1.44577
C  -0.23508  -0.27829  -0.77329
C  1.71216  -0.02948  0.70255
C  0.36524  0.25527  1.44486
C  -0.66074  -0.61555  0.73726
C  -0.15611  -1.71335  -0.95511
C  0.92357  0.67881  -0.39639
H  -1.31575  0.43305  -2.52669
H  -1.67685  1.29859  -1.05989
H  -2.25698  -0.44448  -1.33136
H  2.02614  -1.04949  0.52197
H  2.58609  0.49616  1.14272
H  0.26017  0.30915  2.54573
H  -0.55702  -1.65854  1.11360
H  -1.72942  -0.40171  0.94047
H  0.89192  -2.19679  -0.76993
H  1.33305  1.20399  -1.21431
H  -0.49047  1.86624  0.57914
N  0.42728  1.54662  0.74443

---

Entry from the Open Molecules 2025 dataset: C7H11N as an isolated structure at a distorted geometry (the ωB97M-V functional and the def2-TZVPD basis).

The calculation puts the HOMO-LUMO gap at 9.553 eV. The charge is 0. As for the spin multiplicity: 1. As for the calculated total energy: -327.808952 Ha.

Atoms and positions in Å:
C  -1.43366  -0.03313  1.24584
C  0.89475  -1.13725  1.24364
C  1.32905  -0.95043  -0.16391
C  1.27305  -0.10367  -1.20146
C  0.63088  1.33736  -1.10822
C  -1.01953  1.36966  -0.97203
C  -1.68239  0.72509  -0.08266
H  -0.62563  0.47003  1.92468
H  -2.26218  -0.41188  1.78117
H  -0.89346  -1.72569  0.13815
H  0.99677  -2.28997  1.50111
H  1.45463  -0.46283  2.01090
H  2.13456  -1.80916  -0.39008
H  1.75593  -0.20030  -2.28850
H  0.92431  1.84596  -2.37081
H  1.49745  2.07156  -0.27290
H  -1.56647  1.82370  -1.88506
H  -2.80247  0.78365  -0.36765
N  -0.60559  -1.30271  1.25778

---

Entry from the Open Molecules 2025 dataset: one molecule with the formula C7H11N at a distorted geometry (the ωB97M-V functional and the def2-TZVPD basis).

The calculation puts the HOMO-LUMO gap at 9.627 eV. As for the structure (SMILES): C[C@@]12C=CC[C@H]1CN2. The charge is 0. As for the spin multiplicity: 1. As for the calculated total energy: -327.845280 Ha.

Atoms and positions in Å:
C  0.06920  -1.82549  0.05756
C  0.55336  -0.42135  -0.24719
C  -0.02037  -0.14633  -1.65146
C  -1.05160  0.72059  -1.46534
C  -1.41629  1.07972  0.00615
C  -0.08783  0.91353  0.56727
C  1.04537  0.44166  1.62441
N  1.84013  -0.03681  0.34687
H  0.94052  -2.40448  -0.18003
H  -0.02711  -1.70705  1.25960
H  -0.89286  -2.15252  -0.46990
H  0.13104  -0.86165  -2.50855
H  -2.07062  0.86445  -2.05054
H  -1.86938  2.08945  -0.35138
H  -2.19466  0.42526  0.44227
H  0.57439  1.70554  -0.00724
H  0.77359  -0.55195  2.11401
H  1.46308  0.88148  2.57257
H  2.24003  0.98594  -0.05909